17
Properties=species:S:1:pos:R:3 method="wB97M-V/def2-TZVPD" orbital_gap_ev="6.31 / 6.90" lumo_ev="0.892 / -2.199" s2=2.005 multiplicity=3 relative_energy_kcal_mol=59.8
P 0.85252 0.60544 0.04307
O 0.87008 2.24370 -0.15870
C -3.62927 0.52699 0.32297
C 3.02154 -1.16450 0.09307
C -4.15615 -0.45456 -0.37870
C 2.65727 0.26527 -0.28498
H 2.79342 -1.35641 1.14045
H 2.84491 0.43021 -1.35018
H -4.21665 1.36597 0.66257
H -3.56419 -1.28965 -0.71426
H -2.58509 0.53967 0.59619
H 2.45501 -1.86950 -0.51092
H 4.08268 -1.34355 -0.06691
H 1.01325 0.65971 1.44040
H 0.23543 2.55685 -0.80537
H 3.25376 0.98984 0.27691
H -5.19784 -0.46766 -0.65341

=====

20
Properties=species:S:1:pos:R:3 method="wB97M-V/def2-TZVPD" orbital_gap_ev=8.24 lumo_ev=-0.794
S 3.07423 -0.73111 1.72680
S 0.03401 0.10080 3.08110
S 1.44186 -2.88469 3.93280
P 1.60468 -1.26370 2.87857
O 0.74476 0.75549 0.19156
C 0.13140 0.69010 -2.14468
C -0.27336 0.31401 -0.71784
C -1.60393 0.97277 -0.33738
C -0.35242 -1.20446 -0.57202
H -2.38353 0.68460 -1.03507
H 0.10152 1.76913 -2.28213
H 0.58499 -1.65795 -0.89038
H 0.32765 0.62435 1.86381
H -1.90345 0.67191 0.66372
H -0.54585 0.23409 -2.86037
H -1.16806 -1.60094 -1.17415
H 1.13824 0.33230 -2.34629
H -1.50643 2.05735 -0.35444
H 1.08095 1.61222 -0.09512
H -0.52726 -1.47625 0.47153

=====

17
Properties=species:S:1:pos:R:3 method="wB97M-V/def2-TZVPD" orbital_gap_ev="10.48 / 6.93" lumo_ev="0.771 / -2.451" s2=0.753 multiplicity=2 relative_energy_kcal_mol=33.8
S 0.73177 -1.92017 0.86763
O 0.55769 1.23412 1.35658
C -0.56934 1.60909 0.61348
C 0.43851 -1.82531 -1.10300
C 1.52161 -0.85996 -1.59406
C -1.75990 0.99413 1.31072
H -0.57586 -1.44272 -1.35219
H -1.93432 0.02366 0.98235
H 1.09872 -0.18092 -2.31265
H 0.52700 -2.83737 -1.49822
H -0.51976 1.61974 -0.46396
H -0.79716 2.67649 0.91455
H -1.28588 0.78221 2.27887
H 0.73836 0.22893 1.30548
H 1.99632 -0.43219 -0.69968
H -2.69496 1.50062 1.48360
H 2.52720 -1.17036 -2.08949

=====

17
Properties=species:S:1:pos:R:3 method="wB97M-V/def2-TZVPD" orbital_gap_ev="8.28 / 6.21" lumo_ev="0.599 / -0.497" relative_energy_kcal_mol=88.2
S 2.70321 -0.67270 -0.57693
P -1.27458 0.03490 0.74998
C -1.80054 -1.17849 -0.47836
C 2.93316 -0.60471 1.24657
C 1.54868 0.36554 -1.06475
C -2.25091 1.58853 0.20148
H -2.02735 1.72791 -0.93402
H 0.72952 0.62995 -0.37582
H 2.10039 -0.00469 1.57405
H 2.93470 -1.64983 1.51636
H 1.33667 0.22598 -2.06306
H -1.77909 2.44247 0.73502
H -1.16668 -2.09843 -0.33731
H -1.72286 -0.99118 -1.56685
H 3.89692 0.01116 1.38853
H -2.84843 -1.35678 -0.46826
H -3.31282 1.53036 0.45335

=====

17
Properties=species:S:1:pos:R:3 method="wB97M-V/def2-TZVPD" smiles=CCS[C@@H](C)P orbital_gap_ev=8.92 lumo_ev=0.657 relative_energy_kcal_mol=59.2
S -0.30385 -0.09673 1.18030
P 2.56206 -1.11013 0.17558
C 1.64103 1.51930 -0.27500
C -2.46450 -0.03370 -0.61129
C 1.33735 0.11364 -0.31669
C -1.78389 -0.80045 0.46232
H 1.72691 -1.85033 0.83596
H -2.47979 0.96302 -0.25301
H 3.18525 -0.53811 1.33468
H 0.90138 -0.42049 -1.20152
H 0.73900 2.12892 0.11475
H -2.38954 -0.87057 1.34993
H 2.05675 1.81172 -1.18290
H -1.69516 -1.85482 0.10484
H -3.51484 -0.38878 -0.69606
H -1.86011 -0.10374 -1.59543
H 2.34194 1.53125 0.57352

=====

16
Properties=species:S:1:pos:R:3 method="wB97M-V/def2-TZVPD" orbital_gap_ev=6.33 charge=-1 lumo_ev=4.086 relative_energy_kcal_mol=11.3
S 1.11539 0.75939 0.81376
C -2.18776 1.35814 -0.90312
C -2.77737 -0.05547 -0.81254
C 1.50492 -2.00737 0.53033
C 1.71231 -0.65218 -0.15798
H -3.11179 -0.26881 0.20086
H 2.78497 -0.54225 -0.35609
H 0.43798 -2.19114 0.67600
H 1.97611 -1.98064 1.51328
H 1.19739 -0.67444 -1.12405
H -1.28604 1.43174 -0.28340
H 1.90812 -2.82770 -0.07709
H -2.88998 2.11197 -0.55070
H -2.00135 -0.77069 -1.07727
H -3.63942 -0.15592 -1.47511
H -1.88896 1.56872 -1.93180

=====

16
Properties=species:S:1:pos:R:3 method="wB97M-V/def2-TZVPD" orbital_gap_ev=8.91 charge=+1 lumo_ev=-4.616 relative_energy_kcal_mol=140.2
S 0.34629 -0.05394 0.22833
C -1.21203 -0.04652 1.17635
C 0.05431 -1.59493 -0.56216
C 2.06519 0.02217 0.41928
C -0.08048 1.22702 -1.05266
H 2.71334 1.76044 0.44013
H 0.83170 -1.71688 -1.34155
H 0.98852 1.36105 -1.17575
H -0.57067 0.63275 -1.86928
H -1.27744 0.81961 1.78076
H -1.33636 -0.91965 1.83694
H -0.53415 2.04215 -0.53621
H 2.56308 -0.14383 1.30262
H -2.00642 -0.17778 0.39254
H 0.13078 -2.40956 0.25843
H -0.98892 -1.77058 -0.85324

=====

17
Properties=species:S:1:pos:R:3 method="wB97M-V/def2-TZVPD" orbital_gap_ev=5.77 charge=-1 lumo_ev=3.255 relative_energy_kcal_mol=9.9
S -2.59095 -0.33416 1.02171
S 1.85376 0.70981 0.50174
C 1.41044 -0.02407 -1.08400
C -1.40436 0.98905 1.43259
C -1.59137 -1.74928 1.47328
C 1.85299 0.83747 -2.30365
H 1.14033 1.64244 -2.49354
H -0.51913 0.78351 0.81577
H -1.11019 1.02021 2.48153
H -1.89788 -2.64325 0.93609
H 2.81191 1.23395 -1.97181
H 1.87012 -1.00213 -1.27391
H -0.59837 -1.45519 1.11174
H -1.95726 1.89041 1.18776
H -1.52547 -1.92381 2.54451
H 1.92730 0.23942 -3.21865
H 0.32813 -0.21438 -1.16115

=====

18
Properties=species:S:1:pos:R:3 method="wB97M-V/def2-TZVPD" orbital_gap_ev=5.86 charge=-1 lumo_ev=3.202 relative_energy_kcal_mol=18.3
S -2.66488 0.21995 -1.49924
S -1.51308 -1.14912 -0.43310
S 1.41172 0.72705 -0.15523
C -1.61258 1.65306 -1.34859
C -0.24141 -1.47307 -1.69332
C 1.69624 0.02277 2.53186
C 0.80427 -0.17428 1.33504
H 2.72140 -0.17477 2.21174
H -0.84290 -1.77230 -2.56693
H 0.37862 -0.58657 -1.92169
H 0.35351 -2.34920 -1.35570
H 1.61833 1.06731 2.84434
H -0.80025 1.37385 -0.61938
H -1.17604 1.83367 -2.35699
H -0.23816 0.09744 1.58310
H 1.40149 -0.64191 3.36322
H 0.82353 -1.24990 1.08946
H -2.11981 2.57602 -1.00859

=====

16
Properties=species:S:1:pos:R:3 method="wB97M-V/def2-TZVPD" orbital_gap_ev="2.76 / 11.51" charge=-1 lumo_ev="4.304 / 4.413" s2=0.750 multiplicity=2 relative_energy_kcal_mol=44.2
C 1.67266 0.00099 0.71445
C 0.74857 0.19971 1.84027
C -0.90119 -0.59810 -1.77985
C -1.58791 0.53072 -0.85336
H -0.23075 -1.34379 -1.28787
H 1.50196 0.36761 2.72983
H 0.14197 -0.71575 2.11412
H -1.56666 -1.51931 -1.99488
H -1.33971 0.07125 0.10789
H -1.21605 1.46920 -0.64045
H 1.97452 -1.01501 0.47976
H 1.28777 0.47062 -0.10458
H 2.57257 0.56871 0.70683
H 0.20822 1.13306 1.70451
H -0.60256 -0.28066 -2.69989
H -2.66342 0.66074 -1.03675

=====

16
Properties=species:S:1:pos:R:3 method="wB97M-V/def2-TZVPD" orbital_gap_ev="2.65 / 11.57" charge=-1 lumo_ev="4.151 / 4.398" s2=0.750 multiplicity=2 relative_energy_kcal_mol=34.1
C 1.69400 0.40296 -2.26762
C 1.02004 -0.36797 -1.26212
C -0.71968 0.11680 2.14428
C -1.90200 -0.18508 1.24045
H 1.33902 -0.70183 -0.32136
H 2.22756 1.26366 -1.75409
H 0.16430 -0.61792 2.22981
H -0.22276 1.10424 2.25560
H -2.47950 -0.92859 1.81531
H -1.66212 -0.55827 0.25685
H 0.13609 0.17376 -0.85903
H 0.66080 -1.21379 -1.72490
H 1.05722 0.69764 -3.07520
H -1.17233 0.27440 3.21309
H 2.34351 -0.15382 -2.86517
H -2.48415 0.69382 0.97409

=====

16
Properties=species:S:1:pos:R:3 method="wB97M-V/def2-TZVPD" orbital_gap_ev="2.81 / 12.02" charge=-1 lumo_ev="4.408 / 4.452" s2=0.750 multiplicity=2 relative_energy_kcal_mol=12.1
C 1.38260 -0.49957 1.88872
C -1.30574 0.55501 -1.57983
C -1.21929 -0.95583 -1.64518
C 1.14025 0.91922 1.42525
H 0.24297 1.08485 0.84371
H 0.99850 -0.77725 2.87629
H 0.88447 -1.19145 1.19444
H 1.90685 1.06720 0.63587
H -0.65651 0.96891 -0.80927
H -2.29725 0.99619 -1.42012
H -2.20271 -1.38696 -1.89181
H -0.44559 -1.27887 -2.33643
H 2.42763 -0.81669 1.89030
H -1.11915 -1.41390 -0.65467
H -1.05148 1.00827 -2.54598
H 1.31445 1.72088 2.12872

=====

The calculation returns the following electronic energy values, one per record and in order: -575.38599; -1770.19888; -632.30793; -898.39396; -898.44025; -557.20474; -556.65950; -955.38718; -1353.57664; -159.45976; -159.47578; -159.51089 Ha.